Density functional theory data (ωB97M-V/def2-TZVPD) for a molecular structure, C18H25FIN4O3Re.

```
53
Properties=species:S:1:pos:R:3
Re -0.088 0.298 1.011
O -1.634 -2.270 -0.858
C -2.286 -1.651 -0.053
O -1.920 -0.693 0.734
H -3.360 -1.904 0.107
F -0.317 -0.262 2.937
C 2.805 -2.132 2.037
C 2.256 -3.019 0.916
C 0.825 -3.472 1.206
C 2.457 -2.422 -0.467
C 3.381 -3.041 -1.292
C 3.652 -2.592 -2.576
C 2.954 -1.489 -3.046
C 2.018 -0.820 -2.277
C 1.320 0.373 -2.900
C 1.653 1.701 -2.216
C -0.192 0.193 -3.022
C 1.771 -1.265 -0.946
N 0.920 -0.589 -0.163
H 2.829 -2.688 2.977
H 2.189 -1.250 2.192
H 3.816 -1.797 1.805
H 2.866 -3.933 0.911
H 0.131 -2.638 1.255
H 0.793 -3.992 2.166
H 0.468 -4.149 0.429
H 3.903 -3.912 -0.911
H 4.383 -3.093 -3.197
H 3.138 -1.131 -4.054
H 1.719 0.428 -3.921
H 1.093 1.822 -1.289
H 1.393 2.531 -2.878
H 2.715 1.769 -1.975
H -0.646 0.005 -2.053
H -0.435 -0.651 -3.669
H -0.641 1.095 -3.442
C -4.002 3.613 -0.595
N -3.366 3.171 0.633
C -3.903 3.430 1.850
C -3.330 2.979 2.982
C -2.147 2.177 2.848
N -1.636 1.901 1.658
C -2.196 2.401 0.509
O -1.722 2.208 -0.592
N -1.528 1.700 3.939
H -4.686 4.428 -0.362
H -4.548 2.790 -1.062
H -3.237 3.951 -1.288
H -4.810 4.020 1.853
H -3.750 3.192 3.952
H -2.031 1.718 4.810
H -0.902 0.903 3.770
I 1.867 2.060 1.616
```

Calculated values
ΔE to the lowest compared entry with this formula, charge and spin: 0.000 eV
multiplicity: 4
HOMO level (alpha / beta): -2.6 / -4.2 eV
net charge: -1
Kohn-Sham gap (alpha / beta): 4.924 / 6.504 eV